{"formula": "C4H12NO", "method": "ωB97M-V with the def2-TZVPD basis set", "total_charge": 1, "e_homo_ev": -13.4, "homo_lumo_gap_ev": 10.33, "symbols": ["C", "C", "O", "H", "H", "H", "H", "C", "N", "C", "H", "H", "H", "H", "H", "H", "H", "H"], "positions_angstrom": [[-2.2597, -0.1395, -0.9087], [-1.9134, 1.0186, -0.3042], [-2.0314, 1.3269, 1.0637], [-1.9928, -0.2859, -1.9403], [-2.9567, -0.8949, -0.5089], [-1.4279, 1.8007, -0.9010], [-1.8600, 2.3058, 1.1039], [1.8471, -0.5386, -0.9200], [0.7959, -0.7758, 0.1144], [1.2017, -0.1947, 1.4402], [1.5524, -1.0835, -1.8452], [1.8262, 0.5343, -1.0875], [2.8471, -0.8844, -0.5685], [0.6079, -1.7681, 0.1856], [-0.1300, -0.3373, -0.1126], [2.0327, -0.7328, 1.8943], [0.3412, -0.1768, 2.1259], [1.5196, 0.8262, 1.1690]], "forces_ev_per_a": [[-0.6, 0.5, 1.0], [0.2, -0.5, 0.4], [0.2, 0.9, -2.0], [0.0, 0.3, -0.3], [0.7, 0.4, 0.3], [0.0, -0.2, 0.2], [-0.4, -1.3, 0.3], [-0.2, -0.4, -0.6], [0.1, 0.0, 0.8], [-0.2, 0.6, -0.1], [0.3, 0.5, 0.6], [0.4, 0.0, -0.2], [-0.9, 0.3, -0.1], [-0.1, -0.3, 0.2], [0.5, -0.3, -0.4], [-0.1, -0.1, -0.3], [0.3, 0.0, -0.4], [-0.1, -0.3, 0.6]], "nbo_charge": [-0.536, 0.116, -0.678, 0.227, 0.242, 0.184, 0.496, -0.425, -0.528, -0.424, 0.243, 0.228, 0.246, 0.429, 0.466, 0.239, 0.252, 0.223]}

{"formula": "C17H48AlN3O6", "method": "ωB97M-V with the def2-TZVPD basis set", "total_charge": 2, "e_homo_ev": -13.8, "homo_lumo_gap_ev": 1.92, "symbols": ["Al", "C", "O", "H", "H", "H", "C", "C", "C", "O", "C", "N", "H", "H", "H", "H", "H", "H", "H", "H", "H", "H", "H", "C", "C", "C", "O", "C", "N", "H", "H", "H", "H", "H", "H", "H", "H", "H", "H", "H", "C", "C", "C", "O", "C", "N", "H", "H", "H", "H", "H", "H", "H", "H", "H", "H", "H", "C", "C", "O", "H", "H", "H", "H", "H", "H", "C", "C", "O", "H", "H", "H", "H", "H", "H"], "positions_angstrom": [[-2.3984, -0.8842, 2.3681], [-0.0754, 0.6680, -0.9042], [-0.8397, -0.1790, -0.0541], [0.8841, 0.2166, -1.1565], [-0.6021, 0.8495, -1.8410], [0.1941, 1.6101, -0.4267], [-5.8301, -2.3816, -0.9041], [-4.5572, -1.6254, -1.4327], [-4.8072, -0.9822, -2.8053], [-6.0222, -0.1569, -2.7318], [-6.1574, 0.6894, -3.8541], [-4.0035, -0.6940, -0.5502], [-5.5570, -3.0699, -0.1043], [-6.2514, -2.9961, -1.6998], [-6.5583, -1.7076, -0.4529], [-3.7953, -2.4010, -1.3556], [-4.7666, -1.7805, -3.5463], [-3.9547, -0.3713, -3.1021], [-6.2715, 0.1323, -4.7840], [-5.2984, 1.3583, -3.9077], [-6.9581, 1.4070, -3.6749], [-3.3256, -0.2207, -1.1304], [-4.6838, 0.0519, -0.5177], [3.4932, -0.6346, 0.7083], [2.9138, -1.7872, -0.1621], [3.8283, -3.1044, -0.1896], [3.3291, -4.1286, -1.0724], [3.7597, -4.0572, -2.4309], [1.5618, -2.1666, 0.2945], [2.8426, 0.2324, 0.8228], [4.4781, -0.2670, 0.4201], [3.6236, -1.0965, 1.6869], [2.6529, -1.3872, -1.1419], [3.7783, -3.4598, 0.8396], [4.8955, -2.9158, -0.3058], [3.3632, -3.2219, -3.0081], [3.4754, -5.0014, -2.8953], [4.8489, -4.1005, -2.4282], [0.9268, -1.4950, -0.1127], [1.4732, -3.0318, -0.2189], [-0.1921, 3.3148, 3.7557], [0.3432, 1.8616, 3.5496], [1.8253, 1.9421, 4.1144], [2.4128, 0.6574, 4.3946], [3.6007, 0.7054, 5.2412], [-0.4667, 0.8526, 4.1109], [-1.2554, 3.3333, 3.5168], [0.4257, 4.0686, 3.2676], [-0.2024, 3.5526, 4.8194], [0.2930, 1.6506, 2.4814], [1.8953, 2.4956, 5.0508], [2.4653, 2.3164, 3.3154], [3.4158, 1.3351, 6.1115], [4.4721, 1.1154, 4.7306], [3.8957, -0.3035, 5.5298], [0.1893, 0.2301, 4.5606], [-0.8700, 1.2338, 4.9548], [2.3662, 4.2519, 0.3972], [2.3652, 5.7133, 0.3083], [1.4683, 6.1422, -0.6722], [3.0805, 3.9506, 1.1634], [2.6031, 3.8988, -0.6064], [1.4228, 3.7810, 0.6735], [3.2496, 6.2343, -0.0582], [2.3062, 6.1895, 1.2870], [1.5611, 7.0949, -0.7454], [-0.8136, -2.3262, -3.8961], [-0.5139, -3.1208, -2.5851], [-1.2416, -2.5831, -1.6055], [-1.8624, -2.2531, -4.1837], [-0.4484, -2.9786, -4.6893], [-0.2941, -1.3757, -4.0177], [0.5629, -3.0081, -2.4595], [-0.7361, -4.1862, -2.6456], [-0.9323, -1.6962, -1.4074]], "forces_ev_per_a": [[0.4, 0.5, -0.3], [0.1, -0.7, 2.4], [0.4, 0.9, -1.3], [0.1, -0.5, -0.4], [-0.4, 0.1, -0.4], [-0.6, 0.4, 0.0], [0.8, 0.6, 0.2], [-1.6, -3.2, 0.2], [-0.7, 0.5, 0.2], [1.7, -1.8, 0.1], [0.4, 0.8, 0.1], [0.2, 2.8, 0.5], [0.3, 0.0, 0.0], [-0.2, 0.3, 0.0], [-0.2, 0.1, -0.5], [0.2, -0.4, -1.6], [-0.9, -0.2, -0.3], [0.2, 0.5, 0.1], [-0.2, 0.1, 0.0], [0.5, -0.1, -0.3], [-0.4, -0.6, 0.0], [1.0, 0.0, 0.4], [-0.6, 0.6, 1.2], [0.1, -1.0, 0.1], [1.0, 0.1, 1.0], [-0.9, 0.7, -0.2], [-0.4, 1.2, 0.9], [0.7, -0.9, 0.4], [1.2, 0.4, -1.4], [-0.2, -0.2, -0.1], [-0.1, -0.2, -0.4], [-0.1, 0.3, 0.3], [0.8, -0.1, -0.9], [-0.4, -0.5, 0.0], [-0.1, 0.4, -0.7], [0.0, 0.2, 0.2], [-0.4, 0.1, 0.0], [0.1, 0.5, -0.2], [-0.5, -0.1, 0.6], [-1.0, -1.1, 0.4], [-0.4, -1.3, 0.6], [1.8, 2.6, -0.7], [0.5, -1.7, -0.6], [-0.1, -0.5, 0.4], [-0.5, 0.3, -0.6], [-0.9, -1.1, 1.8], [0.1, 0.4, -0.7], [-0.3, -0.1, -0.3], [0.3, -0.1, 0.2], [0.9, 0.2, -0.4], [-0.3, 0.5, -0.2], [-0.2, 1.0, 0.1], [-0.1, -0.2, 0.2], [-0.1, 0.2, -0.4], [-0.5, 0.0, 0.0], [0.3, -1.1, -0.3], [-0.9, 0.2, 0.2], [0.6, -1.0, -0.3], [0.8, 2.2, 0.0], [-1.7, 0.1, -0.1], [0.3, -0.3, -0.3], [0.3, -0.5, 0.2], [-0.4, 0.5, 0.1], [1.3, -1.2, 0.3], [-1.0, 0.1, 0.4], [-0.2, 0.1, -0.2], [0.3, -1.6, -1.1], [0.8, 0.1, -3.2], [-1.4, 0.7, 3.2], [-0.2, 0.2, 0.7], [0.4, 0.1, -0.3], [-0.1, 0.0, 0.4], [0.3, -0.1, 0.4], [-0.2, 0.1, -0.3], [-0.1, 0.3, 0.4]], "lowdin_charge": [0.988, -0.120, -0.267, 0.078, 0.126, 0.086, -0.015, -0.432, -0.145, -0.165, -0.092, 0.087, 0.076, 0.093, 0.084, 0.129, 0.139, 0.113, 0.101, 0.085, 0.100, 0.066, 0.108, -0.023, -0.350, -0.132, -0.185, -0.077, 0.183, 0.067, 0.091, 0.086, 0.137, 0.133, 0.133, 0.085, 0.098, 0.097, 0.023, 0.087, -0.040, -0.431, -0.154, -0.232, -0.063, 0.012, 0.080, 0.082, 0.084, 0.110, 0.124, 0.118, 0.088, 0.086, 0.091, 0.077, 0.093, -0.095, -0.363, -0.048, 0.079, 0.084, 0.057, 0.126, 0.117, 0.098, -0.039, -0.312, -0.017, 0.072, 0.083, 0.076, 0.101, 0.138, 0.039]}

Respective largest force on an atom values: 2.22, 3.62 eV/Å.
Respective energy above the lowest of the compared OMol25 structures with the same formula, charge and spin values: 165.9, 261.8 kJ/mol.
Respective LUMO level values: -3.1, -11.9 eV.